The following is a DFT calculation (the ωB97M-V functional and the def2-TZVPD basis) of the molecule C21H24ClN5O3S.

Each line ends with the natural charge from an NBO analysis.
CARTESIAN COORDINATES (ANGSTROEM)
1 C -0.217 2.201 1.114  -0.642
2 C -1.552 1.537 1.197  -0.026
3 C -1.742 0.381 1.943  -0.190
4 C -2.975 -0.240 2.023  -0.252
5 C -4.060 0.284 1.331  0.196
6 C -3.905 1.453 0.596  -0.264
7 C -2.664 2.064 0.539  -0.025
8 Cl -2.511 3.526 -0.363  0.022
9 H -4.743 1.886 0.074  0.240
10 N -5.322 -0.354 1.417  -0.651
11 C -6.086 -0.896 0.438  0.668
12 O -7.188 -1.338 0.670  -0.594
13 C -5.477 -0.976 -0.962  -0.338
14 N -4.070 -1.309 -0.945  -0.424
15 C -3.644 -2.389 -0.252  0.314
16 N -2.415 -2.691 -0.022  -0.483
17 C -1.504 -1.837 -0.529  0.065
18 C -1.798 -0.746 -1.338  -0.250
19 C -0.644 -0.004 -1.721  0.078
20 C 0.497 -0.536 -1.179  -0.309
21 S 0.180 -1.969 -0.216  0.421
22 C 1.868 0.008 -1.267  0.646
23 O 2.091 1.173 -1.546  -0.628
24 N 2.850 -0.887 -1.014  -0.599
25 H 2.609 -1.827 -0.742  0.393
26 C 4.240 -0.507 -0.943  -0.239
27 H 4.308 0.486 -1.391  0.235
28 H 4.845 -1.212 -1.520  0.205
29 C 4.739 -0.494 0.507  -0.221
30 N 6.189 -0.498 0.573  -0.434
31 C 6.654 -0.817 1.908  -0.408
32 H 6.268 -1.793 2.200  0.198
33 H 7.741 -0.865 1.901  0.201
34 H 6.340 -0.075 2.659  0.162
35 C 6.761 0.752 0.113  -0.417
36 H 6.421 1.615 0.707  0.165
37 H 6.493 0.917 -0.927  0.201
38 H 7.846 0.689 0.182  0.203
39 H 4.385 -1.407 0.997  0.189
40 H 4.299 0.369 1.039  0.169
41 C -0.710 1.171 -2.628  -0.665
42 H -1.502 1.842 -2.306  0.247
43 H -0.966 0.835 -3.632  0.232
44 H 0.241 1.693 -2.652  0.257
45 C -3.179 -0.430 -1.605  0.676
46 O -3.613 0.484 -2.273  -0.608
47 H -4.409 -3.038 0.152  0.203
48 H -6.049 -1.723 -1.522  0.241
49 H -5.570 -0.014 -1.479  0.280
50 H -5.718 -0.441 2.345  0.416
51 H -3.096 -1.138 2.610  0.227
52 H -0.903 -0.045 2.473  0.221
53 H 0.168 2.166 0.096  0.248
54 H 0.497 1.711 1.771  0.216
55 H -0.299 3.249 1.396  0.231

Values from the calculation:
- SMILES = Cc1ccc(NC(=O)Cn2cnc3sc(C(=O)NCCN(C)C)c(C)c3c2=O)cc1Cl
- frontier orbital gap (Ha) = 0.31369
- highest occupied orbital energy (Ha) = -0.31922

The following is a DFT calculation (the ωB97M-V functional and the def2-TZVPD basis) of a structure of composition C21H24CsNP2.

Each line ends with the Löwdin charge.
CARTESIAN COORDINATES (ANGSTROEM)
1 Cs -0.356 -0.429 -0.746  0.931
2 C 4.533 1.538 -1.117  -0.273
3 P 2.893 0.781 -0.730  0.762
4 C 3.545 -0.873 -0.223  -0.298
5 C 2.632 1.635 0.867  -0.425
6 C 3.432 1.458 1.991  -0.083
7 C 3.277 2.294 3.085  -0.072
8 C 2.297 3.272 3.085  -0.073
9 C 1.461 3.422 1.989  -0.085
10 C 1.640 2.622 0.867  -0.427
11 P 0.780 2.875 -0.728  0.762
12 C 1.541 4.512 -1.123  -0.274
13 C -0.871 3.536 -0.217  -0.303
14 H 5.206 1.394 -0.271  0.038
15 H 4.429 2.604 -1.310  0.027
16 H 4.934 1.056 -2.009  0.039
17 H 4.489 -0.796 0.317  0.030
18 H 3.708 -1.440 -1.142  0.040
19 H 2.816 -1.413 0.382  0.034
20 H 4.194 0.691 2.007  0.101
21 H 3.944 2.197 3.931  0.107
22 H 2.199 3.940 3.929  0.106
23 H 0.692 4.184 2.006  0.100
24 H 1.401 5.186 -0.277  0.038
25 H 1.060 4.913 -2.014  0.038
26 H 2.606 4.403 -1.317  0.027
27 H -0.790 4.482 0.318  0.029
28 H -1.411 2.813 0.396  0.030
29 H -1.440 3.698 -1.135  0.037
30 C -5.519 -0.538 -0.542  -0.083
31 C -5.948 -1.859 -0.542  -0.076
32 C -5.011 -2.869 -0.541  -0.014
33 C -3.634 -2.568 -0.540  -0.238
34 N -3.246 -1.284 -0.539  -0.012
35 C -4.153 -0.326 -0.539  -0.182
36 C -2.586 -3.599 -0.540  -0.255
37 C -2.942 -4.956 -0.538  -0.070
38 C -1.975 -5.939 -0.541  -0.121
39 C -0.637 -5.580 -0.539  -0.129
40 C -0.293 -4.240 -0.539  -0.206
41 C -1.227 -3.195 -0.543  -0.283
42 H -6.213 0.288 -0.543  0.094
43 H -7.007 -2.081 -0.544  0.104
44 H -5.356 -3.890 -0.542  0.094
45 H -3.771 0.693 -0.539  0.092
46 H -3.976 -5.279 -0.537  0.085
47 H -2.253 -6.987 -0.544  0.091
48 H 0.133 -6.345 -0.541  0.089
49 H 0.770 -4.002 -0.536  0.056

Values from the calculation:
- frontier orbital gap (Ha) = 0.21906
- highest occupied orbital energy (Ha) = -0.21869

The following is a DFT calculation (the ωB97M-V functional and the def2-TZVPD basis) of a cluster of 2 separate species, C21H24F in total.

Each line ends with the natural charge from an NBO analysis.
CARTESIAN COORDINATES (ANGSTROEM)
1 C -4.620 -0.117 -1.564  -0.406
2 C -3.943 -1.263 -1.372  0.024
3 C -4.617 -2.595 -1.615  -0.661
4 C -2.490 -1.242 -0.904  -0.420
5 C -1.426 -1.210 -2.032  -0.435
6 C 0.021 -1.240 -1.566  0.073
7 C 0.678 -2.581 -1.370  -0.663
8 C 0.719 -0.110 -1.345  -0.462
9 H -4.143 0.849 -1.392  0.191
10 H -5.668 -0.135 -1.868  0.206
11 H -3.943 -3.431 -1.392  0.209
12 H -5.514 -2.698 -0.984  0.232
13 H -4.956 -2.691 -2.658  0.233
14 H -2.345 -0.354 -0.268  0.203
15 H -2.320 -2.140 -0.289  0.202
16 H -1.593 -2.085 -2.682  0.217
17 H -1.585 -0.303 -2.633  0.221
18 H -0.015 -3.398 -1.609  0.225
19 H 1.563 -2.688 -2.016  0.235
20 H 1.024 -2.711 -0.333  0.212
21 H 1.797 -0.148 -1.203  0.185
22 H 0.240 0.864 -1.447  0.200
23 F 5.307 4.459 -1.140  -0.289
24 C 4.550 3.510 -0.506  0.510
25 C 5.111 2.255 -0.268  -0.294
26 C 4.325 1.307 0.364  -0.060
27 C 2.968 1.563 0.747  -0.215
28 C 2.239 0.458 1.276  0.151
29 C 0.993 0.385 1.961  -0.093
30 C 0.682 -0.871 2.573  -0.098
31 C -0.530 -1.093 3.202  -0.231
32 C -1.499 -0.077 3.240  -0.086
33 C -1.222 1.162 2.651  -0.208
34 C 0.006 1.407 2.041  -0.122
35 C 2.469 2.872 0.494  -0.067
36 C 3.251 3.839 -0.131  -0.285
37 H 6.134 2.040 -0.566  0.265
38 H 4.743 0.323 0.581  0.231
39 H 2.813 -0.470 1.301  0.222
40 H 1.442 -1.656 2.551  0.225
41 H -0.730 -2.054 3.677  0.245
42 H -2.457 -0.250 3.728  0.243
43 H -1.968 1.959 2.681  0.242
44 H 0.198 2.391 1.630  0.211
45 H 1.457 3.133 0.776  0.218
46 H 2.853 4.835 -0.322  0.263

Values from the calculation:
- charge = +1
- frontier orbital gap (Ha) = 0.19345
- energy above the lowest of the compared OMol25 structures with the same formula, charge and spin (kcal per mole) = 14.7
- highest occupied orbital energy (Ha) = -0.41232